ORCA calculation (ωB97M-V with the def2-TZVPD basis set) on a cluster of 9 separate species, C42H83Cl16N3O6P3 in total.

Positions of all 153 atoms, in Å:
C: -6.145 -3.577 -0.617
C: -6.787 -2.331 0.183
C: -5.922 -2.180 1.564
C: -5.183 -0.763 1.639
C: -3.823 -0.687 0.723
C: -2.762 0.137 1.584
P: -1.222 0.775 0.671
C: -0.648 1.346 2.405
O: 0.623 2.066 2.443
C: 0.493 3.453 2.212
C: -0.323 4.491 3.104
O: 1.103 3.925 1.203
P: -2.447 2.653 0.482
N: -3.817 2.423 -0.343
O: -1.787 0.534 -0.969
C: -0.820 -0.334 -1.659
P: -1.995 -1.360 -2.751
N: -2.827 -2.614 -1.807
O: -3.295 -0.359 -3.341
C: 0.192 -1.089 -0.639
C: 0.530 -2.673 -0.927
O: 1.827 -2.904 -1.526
C: 1.823 -2.800 -2.939
C: 0.648 -3.117 -3.891
C: 0.658 -2.960 -5.437
C: -0.602 -3.255 -6.386
C: 1.957 -2.449 -6.132
C: 3.166 -2.162 -5.212
C: 3.153 -2.325 -3.647
C: 4.522 -1.991 -2.909
C: 4.997 -3.088 -1.826
C: 4.547 -0.463 -2.331
N: 1.576 -0.534 -0.452
C: 2.135 -0.821 0.891
C: 3.769 -0.795 0.932
C: 4.137 -0.783 2.527
C: 5.098 0.493 2.761
O: -0.399 -0.782 0.675
H: -6.170 -3.359 -1.736
H: -6.805 -4.493 -0.363
H: -5.075 -3.764 -0.271
H: -6.738 -1.337 -0.397
H: -7.909 -2.492 0.415
H: -6.722 -2.173 2.404
H: -5.258 -3.082 1.774
H: -5.885 0.060 1.224
H: -4.886 -0.450 2.707
H: -4.153 -0.205 -0.252
H: -3.462 -1.765 0.635
H: -3.297 1.021 2.075
H: -2.415 -0.556 2.443
H: -0.064 1.476 0.127
H: -1.447 1.936 3.002
H: -0.485 0.378 3.025
H: -0.378 4.241 4.216
H: -1.348 4.701 2.627
H: 0.249 5.494 3.029
H: -2.834 3.181 1.775
H: -1.692 3.654 -0.237
H: -3.851 3.002 -1.191
H: -0.183 0.218 -2.452
H: -2.358 -2.800 -0.908
H: -2.800 -3.526 -2.305
H: -4.141 -0.751 -2.998
H: -0.336 -3.224 -1.428
H: 0.594 -3.132 0.136
H: -0.343 -3.501 -3.448
H: -0.203 -3.643 -7.389
H: -1.080 -2.230 -6.602
H: -1.333 -4.022 -5.968
H: 2.032 -2.306 -7.278
H: 4.133 -1.793 -5.710
H: 5.349 -1.989 -3.719
H: 5.797 -3.751 -2.342
H: 4.180 -3.804 -1.484
H: 5.551 -2.559 -0.975
H: 4.946 0.196 -3.197
H: 5.288 -0.429 -1.468
H: 3.508 -0.063 -2.093
H: 1.615 0.466 -0.690
H: 1.833 -0.034 1.687
H: 1.845 -1.829 1.336
H: 4.195 0.123 0.414
H: 4.124 -1.795 0.518
H: 3.209 -0.695 3.190
H: 4.724 -1.737 2.767
H: 5.562 0.397 3.805
H: 4.561 1.494 2.647
H: 5.945 0.404 1.989
Cl: 0.560 7.704 6.873
C: 0.895 6.229 7.814
C: 0.789 4.975 6.970
Cl: -0.888 4.638 6.475
H: 0.206 6.203 8.660
H: 1.910 6.328 8.205
H: 1.129 4.112 7.545
H: 1.401 5.045 6.068
Cl: 6.368 -3.946 2.766
C: 6.143 -4.340 4.488
C: 6.871 -3.370 5.396
Cl: 8.641 -3.540 5.280
H: 6.476 -5.367 4.646
H: 5.069 -4.296 4.684
H: 6.602 -3.564 6.437
H: 6.615 -2.335 5.166
Cl: -7.891 3.761 1.943
C: -7.328 3.747 0.256
C: -7.851 4.931 -0.531
Cl: -9.612 4.836 -0.804
H: -7.631 2.800 -0.194
H: -6.239 3.774 0.288
H: -7.380 4.957 -1.515
H: -7.637 5.874 -0.026
Cl: 1.121 -2.351 -9.165
C: 0.255 -1.591 -10.526
C: -0.741 -0.547 -10.061
Cl: -2.121 -1.271 -9.199
H: -0.231 -2.380 -11.102
H: 1.012 -1.124 -11.160
H: -1.150 -0.016 -10.923
H: -0.275 0.186 -9.400
Cl: 8.444 -4.366 9.817
C: 9.993 -5.106 9.340
C: 9.894 -5.833 8.014
Cl: 8.885 -7.297 8.123
H: 10.311 -5.774 10.142
H: 10.721 -4.295 9.264
H: 10.887 -6.156 7.694
H: 9.478 -5.192 7.235
Cl: -1.975 -5.525 -3.091
C: -0.880 -6.620 -3.973
C: -1.635 -7.597 -4.852
Cl: -2.548 -8.794 -3.899
H: -0.256 -7.136 -3.242
H: -0.233 -5.990 -4.589
H: -0.931 -8.156 -5.471
H: -2.336 -7.084 -5.513
Cl: -4.504 5.471 -0.510
C: -4.216 6.762 0.680
C: -3.984 6.223 2.079
Cl: -5.449 5.502 2.807
H: -5.067 7.446 0.650
H: -3.330 7.305 0.344
H: -3.679 7.040 2.737
H: -3.199 5.465 2.090
Cl: -1.669 8.992 0.180
C: -1.029 9.046 -1.482
C: -1.519 10.262 -2.244
Cl: -3.262 10.176 -2.598
H: -1.310 8.118 -1.983
H: 0.059 9.074 -1.400
H: -1.004 10.328 -3.204
H: -1.330 11.184 -1.692

## Properties
* 2S+1: 1
* largest force on an atom: 4.70 eV/Å
* gap between HOMO and LUMO: 5.80 eV
* net charge: -1
* LUMO energy: 1.67 eV
* E_HOMO: -4.1 eV

ORCA calculation (ωB97M-V with the def2-TZVPD basis set) on the molecule C3H3N5.

Positions of all 11 atoms, in Å:
H: -2.346 -1.200 0.689
N: -2.032 -0.232 0.734
C: -0.954 -0.191 0.067
C: -0.251 1.051 -0.295
C: 1.082 1.051 -0.154
N: 1.744 0.065 0.612
N: 1.533 -1.159 0.614
N: 0.746 -1.749 -0.446
N: -0.407 -1.327 -0.569
H: -0.767 1.744 -0.955
H: 1.653 1.947 -0.299

## Properties
* energy above the lowest of the compared OMol25 structures with the same formula, charge and spin: 85.7 kcal per mole
* 2S+1: 1
* largest force on an atom: 1.57 eV/Å
* gap between HOMO and LUMO: 8.43 eV
* LUMO energy: -0.79 eV
* E_HOMO: -9.2 eV

ORCA calculation (ωB97M-V with the def2-TZVPD basis set) on a cluster of 2 separate species, C6H7N6S in total.

Positions of all 20 atoms, in Å:
C: 1.498 -0.819 -0.853
C: 2.922 0.574 -1.787
C: 1.119 0.321 -0.052
C: -1.616 1.203 -0.958
C: -0.111 -1.519 2.399
C: -0.604 -0.565 1.354
N: -2.845 0.922 -0.509
N: 2.472 -0.640 -1.717
N: -1.510 2.105 -1.915
N: -3.546 1.737 -1.251
N: -2.751 2.421 -2.076
N: 0.281 0.468 0.903
S: 2.262 1.673 -0.574
H: 1.284 -1.848 -0.682
H: 3.617 0.854 -2.484
H: -0.755 -2.316 2.655
H: 0.801 -2.078 2.087
H: 0.083 -1.137 3.372
H: -1.055 -1.155 0.369
H: -1.547 -0.201 1.721

## Properties
* energy above the lowest of the compared OMol25 structures with the same formula, charge and spin: 46.2 kcal per mole
* 2S+1: 1
* largest force on an atom: 4.43 eV/Å
* gap between HOMO and LUMO (alpha / beta): 7.39 / 6.09 eV
* net charge: -1
* LUMO energy (alpha / beta): 2.88 / 1.58 eV
* E_HOMO (alpha / beta): -4.5 / -4.5 eV

ORCA calculation (ωB97M-V with the def2-TZVPD basis set) on a cluster of 2 separate species, C2H2NO3S in total.

Positions of all 9 atoms, in Å:
C: -0.823 0.414 -0.399
C: -2.166 0.079 0.071
N: -1.427 1.410 -0.004
O: 2.546 0.555 -0.981
O: 2.066 -1.761 -0.406
O: 2.667 -0.109 1.350
S: 2.226 -0.385 -0.009
H: -3.002 0.103 -0.686
H: -2.087 -0.305 1.063

## Properties
* energy above the lowest of the compared OMol25 structures with the same formula, charge and spin: 109.0 kcal per mole
* 2S+1: 1
* largest force on an atom: 3.45 eV/Å
* gap between HOMO and LUMO (alpha / beta): 5.78 / 6.47 eV
* net charge: -1
* LUMO energy (alpha / beta): 2.72 / 2.99 eV
* E_HOMO (alpha / beta): -3.1 / -3.5 eV

Please write out number 2 again, unchanged.
ORCA calculation (ωB97M-V with the def2-TZVPD basis set) on the molecule C3H3N5.

Positions of all 11 atoms, in Å:
H: -2.346 -1.200 0.689
N: -2.032 -0.232 0.734
C: -0.954 -0.191 0.067
C: -0.251 1.051 -0.295
C: 1.082 1.051 -0.154
N: 1.744 0.065 0.612
N: 1.533 -1.159 0.614
N: 0.746 -1.749 -0.446
N: -0.407 -1.327 -0.569
H: -0.767 1.744 -0.955
H: 1.653 1.947 -0.299

## Properties
* energy above the lowest of the compared OMol25 structures with the same formula, charge and spin: 85.7 kcal per mole
* 2S+1: 1
* largest force on an atom: 1.57 eV/Å
* gap between HOMO and LUMO: 8.43 eV
* LUMO energy: -0.79 eV
* E_HOMO: -9.2 eV